[1]
ORCA calculation (the ωB97M-V functional and the def2-TZVPD basis) on a single C4H4O3 molecule.

Properties
Relative energy (zero: lowest compared OMol25 entry of this formula, charge and spin) (kcal per mole): 53.17
SMILES: O=CC1(C=O)CO1
HOMO energy (eV): -10.19
LUMO level (Ha): 0.01471
Electronic energy (a.u.): -380.4623

XYZ file:
```
11
Properties=species:S:1:pos:R:3:mulliken_charge:R:1
O -1.416 1.580 0.985 -0.43
C -0.969 1.169 -0.054 -0.20
C -0.032 -0.019 -0.141 1.08
C -0.302 -1.227 0.644 -0.54
O -0.579 -1.180 -0.748 -0.44
C 1.380 0.302 -0.533 -0.19
O 1.872 1.386 -0.342 -0.46
H -1.228 1.626 -1.028 0.33
H 0.518 -1.882 0.934 0.26
H -1.170 -1.221 1.301 0.24
H 1.926 -0.533 -1.019 0.35
```

[2]
ORCA calculation (the ωB97M-V functional and the def2-TZVPD basis) on a single C4H4O3 molecule in a non-equilibrium geometry.

Properties
Relative energy (zero: lowest compared OMol25 entry of this formula, charge and spin) (kcal per mole): 49.77
SMILES: O=C1O[C@H]2C[C@H]2O1
HOMO energy (eV): -10.61
LUMO level (Ha): 0.02818
Electronic energy (a.u.): -380.4677

XYZ file:
```
11
Properties=species:S:1:pos:R:3:mulliken_charge:R:1
C -1.351 -0.848 -0.488 0.69
C 0.729 -0.558 0.434 0.00
C 0.394 0.951 0.657 -0.63
C 0.613 0.385 -0.732 -0.01
H 1.603 -1.284 0.718 0.32
H 1.018 1.839 1.138 0.23
H -0.593 1.051 1.007 0.23
H 1.324 0.907 -1.427 0.38
O -2.479 -1.281 -0.649 -0.54
O -0.476 -1.354 0.465 -0.32
O -0.782 0.194 -1.124 -0.35
```

[3]
ORCA calculation (the ωB97M-V functional and the def2-TZVPD basis) on a single C4H4O3S molecule in a non-equilibrium geometry.

Properties
Relative energy (zero: lowest compared OMol25 entry of this formula, charge and spin) (kcal per mole): 63.05
HOMO energy (eV): -9.72
LUMO level (Ha): -0.01798
Electronic energy (a.u.): -778.6438

XYZ file:
```
12
Properties=species:S:1:pos:R:3:mulliken_charge:R:1
C -1.358 -0.078 0.878 0.40
C 1.297 -0.484 -0.311 -0.45
C -1.339 -0.133 -0.634 -0.04
C 0.642 0.784 0.221 -0.05
O -2.156 -0.594 1.616 -0.52
O -0.164 0.373 1.352 -0.35
O -0.118 1.355 -0.665 -0.56
S -0.126 -1.331 -1.168 -0.12
H 2.124 -0.210 -1.015 0.36
H 1.890 -1.025 0.581 0.31
H -2.088 -0.079 -1.348 0.49
H 1.396 1.423 0.493 0.54
```

[4]
ORCA calculation (the ωB97M-V functional and the def2-TZVPD basis) on a single C4H4O3S molecule in a non-equilibrium geometry.

Properties
Relative energy (zero: lowest compared OMol25 entry of this formula, charge and spin) (kcal per mole): 21.81
SMILES: C=C(C(=O)O)C(O)=S
HOMO energy (eV): -9.00
LUMO level (Ha): -0.02540
Electronic energy (a.u.): -778.7095

XYZ file:
```
12
Properties=species:S:1:pos:R:3:mulliken_charge:R:1
C -1.196 -0.509 -0.278 1.02
C 0.094 0.214 0.004 0.28
C 0.152 1.457 0.544 -0.95
C 1.428 -0.609 -0.090 0.16
H -1.866 1.114 -0.970 0.33
H 1.163 1.828 0.801 0.26
H -0.762 2.001 0.649 0.34
H 0.355 -2.128 0.303 0.44
O -2.221 0.233 -0.686 -0.45
O -1.332 -1.676 0.044 -0.62
O 1.309 -1.915 0.146 -0.51
S 2.877 -0.010 -0.467 -0.30
```

[5]
ORCA calculation (the ωB97M-V functional and the def2-TZVPD basis) on a molecular structure, C4H4O4Pb in a non-equilibrium geometry.

Properties
Relative energy (zero: lowest compared OMol25 entry of this formula, charge and spin) (kcal per mole): 0.00
Charge: +2
HOMO energy (eV): -19.40
LUMO level (Ha): -0.39248
Electronic energy (a.u.): -647.8841

XYZ file:
```
13
Properties=species:S:1:pos:R:3:mulliken_charge:R:1
O 0.203 3.297 -2.211 -0.12
C 0.188 2.165 -2.347 0.13
Pb 0.174 -2.212 0.190 1.30
C 1.704 -1.382 -1.482 0.26
C -1.296 -1.304 -1.460 0.26
O 2.559 -1.769 -2.159 -0.04
O -2.169 -1.615 -2.162 -0.04
C -0.559 0.661 1.930 -0.49
O 0.487 -0.211 1.476 -0.45
H -1.463 0.393 1.370 0.23
H -0.304 1.699 1.688 0.26
H -0.709 0.548 3.013 0.33
H 1.183 -0.270 2.153 0.37
```

[6]
ORCA calculation (the ωB97M-V functional and the def2-TZVPD basis) on a molecular structure, C4H4O5Sm in a non-equilibrium geometry.

Properties
Relative energy (zero: lowest compared OMol25 entry of this formula, charge and spin) (kcal per mole): 0.00
Spin multiplicity: 7
HOMO energy (alpha / beta) (eV): -7.43 / -8.54
LUMO level (alpha / beta) (Ha): -0.03377 / -0.03501
Electronic energy (a.u.): -1188.9575

XYZ file:
```
14
Properties=species:S:1:pos:R:3:mulliken_charge:R:1
O 1.178 0.028 0.436 -0.39
C 2.263 0.509 -0.321 0.78
O 3.137 -0.241 -0.694 -0.56
O 2.088 1.757 -0.504 -0.70
C 0.503 -1.185 0.075 -0.33
H 0.692 -1.404 -0.985 0.32
H 0.878 -2.013 0.691 0.27
C -0.979 -0.941 0.331 -0.43
H -1.127 -0.801 1.417 0.25
H -1.523 -1.850 0.031 0.33
O -3.356 2.100 -0.374 -0.32
O -1.472 0.149 -0.408 -0.64
C -2.417 1.707 0.200 0.05
Sm 0.135 2.186 0.106 1.35
```

[7]
ORCA calculation (the ωB97M-V functional and the def2-TZVPD basis) on a molecular structure, C4H4O5Y in a non-equilibrium geometry.

Properties
Relative energy (zero: lowest compared OMol25 entry of this formula, charge and spin) (kcal per mole): 13.01
Spin multiplicity: 2
HOMO energy (alpha / beta) (eV): -6.90 / -8.44
LUMO level (alpha / beta) (Ha): -0.06856 / -0.07525
Electronic energy (a.u.): -569.2854

XYZ file:
```
14
Properties=species:S:1:pos:R:3:mulliken_charge:R:1
O 0.982 -0.329 0.375 -0.93
H -2.505 0.185 -1.405 0.26
O 0.898 1.901 0.198 -0.98
O -0.542 0.648 -1.064 -0.44
C -1.648 -0.189 -0.828 -0.32
C -1.871 -0.096 0.700 -0.33
O -0.882 0.805 1.133 -0.44
C 0.189 0.770 0.170 1.41
H -1.439 -1.225 -1.140 0.22
H -1.750 -1.081 1.182 0.22
H -2.859 0.304 0.964 0.27
Y 2.892 1.005 0.664 1.23
C 4.015 -0.808 -0.449 0.09
O 4.518 -1.890 -0.500 -0.27
```

[8]
ORCA calculation (the ωB97M-V functional and the def2-TZVPD basis) on a molecular structure, C4H4O5Yb in a non-equilibrium geometry.

Properties
Relative energy (zero: lowest compared OMol25 entry of this formula, charge and spin) (kcal per mole): 4.65
HOMO energy (eV): -7.74
LUMO level (Ha): -0.03283
Electronic energy (a.u.): -1689.7383

XYZ file:
```
14
Properties=species:S:1:pos:R:3:mulliken_charge:R:1
O 1.157 -0.911 0.560 -0.32
C 2.175 -0.378 -0.252 0.80
O 3.122 -1.057 -0.583 -0.57
O 1.874 0.829 -0.529 -0.66
C 0.531 -2.159 0.209 -0.34
H 0.774 -2.393 -0.837 0.31
H 0.909 -2.959 0.859 0.26
C -0.973 -1.940 0.385 -0.45
H -1.192 -1.899 1.470 0.27
H -1.482 -2.834 -0.018 0.30
O -3.753 1.794 -0.210 -0.17
O -1.411 -0.786 -0.268 -0.69
C -2.750 1.462 0.213 0.19
Yb -0.123 1.003 0.026 1.09
```

[9]
ORCA calculation (the ωB97M-V functional and the def2-TZVPD basis) on a molecular structure, C4H4O5Zn in a non-equilibrium geometry.

Properties
Relative energy (zero: lowest compared OMol25 entry of this formula, charge and spin) (kcal per mole): 0.00
Spin multiplicity: 2
Charge: -1
HOMO energy (alpha / beta) (eV): -2.83 / -4.47
LUMO level (alpha / beta) (Ha): 0.10852 / 0.09539
Electronic energy (a.u.): -2310.3829

XYZ file:
```
14
Properties=species:S:1:pos:R:3:mulliken_charge:R:1
O -3.152 -0.651 -0.368 -0.69
C -1.917 -0.666 -0.243 0.59
O -1.165 -1.687 -0.258 -0.70
O -1.264 0.510 -0.466 -0.34
C -0.318 0.634 -1.575 -0.08
H -0.848 0.365 -2.506 0.64
C 0.033 2.110 -1.672 -0.87
H -0.859 2.757 -1.576 0.23
H 0.763 2.411 -0.903 0.17
H 0.520 2.301 -2.641 0.33
C 1.319 1.667 1.538 0.76
O 2.032 0.904 1.029 -0.35
O 0.602 2.400 2.074 -0.39
Zn 1.130 -0.731 -1.088 -0.30
```

[10]
ORCA calculation (the ωB97M-V functional and the def2-TZVPD basis) on a molecular structure, C4H4ORu in a non-equilibrium geometry.

Properties
Spin multiplicity: 7
Charge: +4
HOMO energy (alpha / beta) (eV): -31.27 / -31.02
LUMO level (alpha / beta) (Ha): -0.80850 / -0.87180
Electronic energy (a.u.): -322.3906

XYZ file:
```
10
Properties=species:S:1:pos:R:3:mulliken_charge:R:1
H 0.537 0.953 -1.143 0.48
C 1.861 -1.760 0.755 0.75
C 0.838 -1.183 0.394 -0.18
C -0.252 -0.521 -0.079 0.02
C -0.237 0.948 -0.270 -0.10
O -1.349 1.562 -0.611 -0.48
H 2.772 -2.277 1.033 0.44
H -1.211 -1.054 -0.163 0.46
H 0.296 1.507 0.545 0.56
Ru -3.254 1.825 -0.462 2.04
```

[11]
ORCA calculation (the ωB97M-V functional and the def2-TZVPD basis) on a molecular structure, C4H4OS in a non-equilibrium geometry.

Properties
Relative energy (zero: lowest compared OMol25 entry of this formula, charge and spin) (kcal per mole): 92.32
HOMO energy (alpha / beta) (eV): -8.48 / -8.48
LUMO level (alpha / beta) (Ha): 0.00360 / 0.00357
Electronic energy (a.u.): -628.0879

XYZ file:
```
10
Properties=species:S:1:pos:R:3:mulliken_charge:R:1
C 0.522 -0.343 -0.526 -0.81
C 1.084 0.252 0.526 -0.02
C -1.931 0.490 0.333 0.14
C -0.224 0.769 -1.000 -0.05
O -3.089 0.436 0.004 -0.39
S 0.556 1.891 0.115 -0.18
H 0.341 -1.431 -0.673 0.26
H 1.898 -0.016 1.356 0.29
H -1.381 0.005 1.107 0.32
H -0.653 1.021 -1.989 0.45
```

[12]
ORCA calculation (the ωB97M-V functional and the def2-TZVPD basis) on a single C4H4OS molecule in a non-equilibrium geometry.

Properties
Relative energy (zero: lowest compared OMol25 entry of this formula, charge and spin) (kcal per mole): 40.63
SMILES: C=C1CSC1=O
HOMO energy (eV): -9.63
LUMO level (Ha): -0.00455
Electronic energy (a.u.): -628.1703

XYZ file:
```
10
Properties=species:S:1:pos:R:3:mulliken_charge:R:1
C -0.765 -0.597 -0.080 0.20
C -2.197 -0.772 -0.044 0.36
C 0.414 -1.162 0.082 -0.54
C -0.802 1.146 -0.027 -0.55
O -2.821 -1.758 0.020 -0.49
S -2.709 0.944 0.010 -0.13
H 1.392 -0.660 0.039 0.28
H 0.482 -2.283 0.311 0.24
H -0.541 1.539 0.997 0.30
H -0.580 1.753 -0.947 0.32
```